Entry A
Formula: C3H9N
Source: the OMol25 dataset
Level of theory: ωB97M-V/def2-TZVPD

Computed properties:
* spin multiplicity: 1
* E_HOMO: -7.7 eV
* frontier orbital gap: 0.3220 Ha

Bonds (Å) are listed after each position.
Geometry (Å):
1 C -0.90057 -0.15402 2.32731  H2 1.085, H3 1.091, H4 1.087, H5 1.101
2 H -1.71122 0.00741 1.62487  C1 1.085
3 H -1.33910 -0.49458 3.26635  C1 1.091
4 H -0.12535 0.57312 2.55525  C1 1.087
5 H -0.38134 -1.07615 2.02283  C1 1.101
6 C -0.17390 -0.77586 -1.49315  C7 1.350, H9 1.088, H10 1.093
7 C 0.60725 0.15673 -0.90868  C6 1.350, N8 1.422, H11 1.080
8 N 1.49695 0.90372 -1.72940  C7 1.422, H12 1.006, H13 1.005
9 H 0.13599 -1.37409 -2.34724  C6 1.088
10 H -1.24231 -0.77946 -1.26394  C6 1.093
11 H 0.58457 0.38723 0.14666  C7 1.080
12 H 1.56934 0.74933 -2.72087  N8 1.006
13 H 1.47969 1.87662 -1.47999  N8 1.005

Atom charges from the natural (NBO) analysis, given in e for atoms 1 to 6:
1 C -0.88
2 H 0.22
3 H 0.22
4 H 0.22
5 H 0.22
6 C -0.56

---

Entry B
Formula: C3H9N
Source: the OMol25 dataset
Level of theory: ωB97M-V/def2-TZVPD

Computed properties:
* spin multiplicity: 1
* E_HOMO: -8.7 eV
* frontier orbital gap: 0.3673 Ha

Bonds (Å) are listed after each position.
Geometry (Å):
1 C -0.65407 -0.81265 -1.54657  C2 1.523, H5 1.099, H6 1.089, H7 1.087
2 C -0.21220 0.26913 -0.57007  C1 1.523, N3 1.462, H8 1.089, H9 1.103
3 N 0.06647 -0.31484 0.74141  C2 1.462, C4 1.468, H10 1.015
4 C 0.60177 0.65595 1.70350  N3 1.468, H11 1.091, H12 1.089, H13 1.089
5 H -1.74381 -0.95423 -1.52069  C1 1.099
6 H -0.19936 -1.76625 -1.28149  C1 1.089
7 H -0.42912 -0.57874 -2.58397  C1 1.087
8 H -1.00776 1.00308 -0.45249  C2 1.089
9 H 0.64414 0.83660 -0.97101  C2 1.103
10 H 0.74631 -1.05228 0.58901  N3 1.015
11 H 0.13120 0.50976 2.67644  C4 1.091
12 H 1.67274 0.54086 1.86274  C4 1.089
13 H 0.38369 1.66362 1.35318  C4 1.089

Atom charges from the natural (NBO) analysis, given in e for atoms 1 to 6:
1 C -0.61
2 C -0.22
3 N -0.62
4 C -0.42
5 H 0.21
6 H 0.20

---

Q: Which of them is the most stable? A: entry B.